C2H6N2O2 | ωB97M-V/def2-TZVPD

As for the relative energy (zero: lowest compared OMol25 entry of this formula, charge and spin): 5.518 eV. As for the total energy: -9241.7991 eV. As for the gap between HOMO and LUMO: 8.2 eV.

Geometry (Å):
H: -2.05 -1.57 -0.70
C: 0.06 0.42 0.50
H: 2.29 -0.49 1.19
C: -1.13 0.04 -0.18
H: 0.11 -0.26 -1.13
N: 1.05 0.08 -0.33
O: -1.56 -1.27 0.07
H: 0.22 0.93 1.44
H: -2.02 1.69 -0.62
H: 3.04 -0.04 -0.27
O: -2.25 0.90 -0.13
N: 2.23 -0.45 0.17